Computed, not measured: C20H16AuN6O11S2 as an isolated structure in a non-equilibrium geometry, with ωB97M-V/def2-TZVPD.

Output
Spin multiplicity   3
HOMO level (alpha / beta)   -4.099 / -6.018 eV
Total energy   -77817.07106 eV
Expectation value of S²   2.018
LUMO level (alpha / beta)   0.07519 / 0.05651 hartree
Gap between HOMO and LUMO (alpha / beta)   6.14 / 7.56 eV
Net charge   -1

```
56
Properties=species:S:1:pos:R:3:forces:R:3:mulliken_spin:R:1
Au 0.183 -0.388 -0.449 0.17 -0.66 -0.07 0.071
C -4.503 2.459 -7.027 -0.04 0.03 -0.02 0.000
C -3.656 1.688 -6.053 0.03 -0.02 0.08 0.003
C -3.695 1.959 -4.690 -0.03 0.00 -0.09 -0.025
C -2.903 1.253 -3.793 0.06 0.03 0.06 0.022
C -2.063 0.257 -4.259 0.11 -0.01 0.12 -0.026
C -2.014 -0.031 -5.616 0.01 -0.09 -0.11 -0.001
C -2.801 0.682 -6.503 -0.01 0.01 0.04 0.003
S -0.972 -0.670 -3.181 -0.45 -0.03 -0.32 0.012
O -1.188 -2.054 -3.525 -0.08 -0.03 0.04 0.011
O 0.352 -0.138 -3.345 0.10 0.18 -0.08 0.002
N -1.489 -0.291 -1.695 0.24 0.07 0.22 0.102
C -2.671 -0.869 -1.261 -0.04 0.07 -0.12 0.819
C -2.303 -3.315 1.062 0.10 0.36 -0.56 0.004
O -3.165 -3.959 0.653 -0.67 -0.63 -0.03 0.004
O -1.442 -2.637 1.418 0.61 0.28 0.58 0.004
H -5.189 3.130 -6.509 0.00 0.00 0.00 0.000
H -5.095 1.788 -7.652 0.00 0.00 0.01 0.000
H -3.885 3.064 -7.695 0.01 -0.01 0.01 0.000
H -4.355 2.734 -4.318 0.00 0.00 -0.01 -0.001
H -2.934 1.473 -2.736 0.00 0.00 0.00 0.032
H -1.363 -0.821 -5.969 -0.01 0.01 0.01 -0.001
H -2.758 0.452 -7.562 0.00 0.00 0.01 0.000
H -3.165 -1.636 -1.842 0.03 0.00 -0.05 0.002
H -3.140 -0.438 -0.390 0.06 -0.03 0.05 -0.023
O 1.203 -3.906 6.047 -0.18 -0.04 -0.12 -0.004
N 1.590 -4.493 5.047 0.52 0.00 0.36 0.000
O 1.954 -5.660 5.052 -0.20 0.00 -0.10 0.006
C 1.701 -3.748 3.817 -0.09 -0.01 -0.24 0.001
C 1.349 -2.406 3.797 0.07 0.02 -0.29 0.056
C 1.443 -1.690 2.617 0.04 -0.44 0.12 0.014
C 1.894 -2.278 1.367 -0.04 -0.07 0.39 0.013
O 1.929 -1.680 0.264 -0.30 0.34 -0.12 0.005
C 2.297 -3.653 1.522 0.24 0.14 0.07 -0.003
C 2.174 -4.380 2.675 -0.07 0.08 0.16 0.038
N 2.869 -4.350 0.373 -0.73 0.25 -0.74 0.001
O 2.504 -5.501 0.173 0.25 -0.10 0.26 0.000
O 3.597 -3.726 -0.368 0.28 -0.12 0.26 0.000
N 0.982 -0.358 2.672 -0.07 0.45 -0.01 0.372
O 0.661 0.213 3.717 -0.05 -0.13 0.01 0.447
O 1.419 0.511 1.618 0.33 0.08 0.17 -0.031
H 0.993 -1.923 4.692 -0.02 0.04 0.02 0.013
H 2.451 -5.423 2.691 0.00 -0.02 0.01 0.001
C 0.789 4.832 3.823 -0.03 0.04 0.02 0.000
C 2.066 4.113 3.524 0.16 0.02 0.02 0.000
C 3.306 4.576 3.966 -0.07 -0.07 -0.06 0.002
C 4.412 3.814 3.635 -0.04 0.06 0.03 0.000
N 4.319 2.675 2.959 0.18 -0.02 0.00 0.001
C 3.091 2.327 2.599 -0.18 -0.02 -0.07 0.004
S 3.061 0.826 1.663 -0.18 -0.01 0.03 0.043
N 1.969 2.990 2.818 -0.06 0.00 0.03 0.004
H 0.952 5.898 3.973 0.01 -0.01 0.01 0.000
H 0.348 4.420 4.734 0.00 -0.01 -0.01 0.000
H 0.079 4.673 3.014 0.00 0.00 0.00 0.000
H 3.400 5.492 4.531 0.00 0.01 0.00 0.000
H 5.411 4.123 3.925 0.00 -0.01 0.00 0.000
```
Positions in Å, forces in eV/Å.